# 1
A structure of composition C36H29N9OS4W at a distorted geometry, computed with ωB97M-V/def2-TZVPD.

Cartesian coordinates (Å):
1 W 0.3471 0.1629 -0.8668
2 S -1.0050 -1.7271 -1.3751
3 S -0.4901 -1.4943 2.2990
4 S -0.3798 -4.2687 -2.8126
5 S -2.9573 -2.2918 1.4779
6 O -0.4084 1.0886 -2.4300
7 N 1.8326 0.3082 0.7213
8 N 1.5530 -1.1077 -1.7673
9 N -6.1044 2.0340 4.7282
10 N 3.4275 1.2615 1.8952
11 N 0.9752 2.3658 -0.5787
12 N 1.3272 -2.2446 -2.4903
13 N -1.5139 1.0511 0.0627
14 N 2.0926 3.9409 0.4713
15 N -2.3912 2.8225 6.3359
16 C 2.5143 -0.6822 1.3969
17 C 0.5145 1.5255 -5.9182
18 C -5.1866 1.3922 4.4680
19 C -2.7727 0.9189 4.6299
20 C 1.0776 -5.4667 1.3438
21 C 2.0713 0.1076 -2.2089
22 C -3.7999 1.6919 -0.1598
23 C -4.0341 0.6195 4.0950
24 C 0.3026 1.0512 -3.5854
25 C -1.4547 1.7933 1.1750
26 C 3.5017 -0.1011 2.1307
27 C -3.7417 2.4701 0.9923
28 C 3.4903 0.4481 -1.8156
29 C 2.6966 -4.3926 -0.6336
30 C 0.5574 3.5777 -1.0615
31 C 2.4061 1.4572 1.0364
32 C 3.0473 -4.2567 0.7035
33 C -1.7673 -0.6913 3.1483
34 C 1.2445 4.5663 -0.4241
35 C 1.1464 -5.1894 -2.4395
36 C -4.1686 -0.3808 3.1356
37 C -4.9383 3.2104 1.5082
38 C -1.6449 0.2500 4.1591
39 C -2.6807 1.0155 -0.5982
40 C 0.1328 -2.6655 -2.2867
41 C 1.5419 -5.0769 -0.9921
42 C 0.7395 -5.6157 0.0099
43 C -2.5208 2.5227 1.6557
44 C -2.5953 1.9750 5.5853
45 C 1.8193 1.0435 -5.9013
46 C -3.0424 -1.0524 2.6768
47 C 1.6076 0.5665 -3.5504
48 C -0.2516 1.5374 -4.7644
49 C 2.3624 0.5692 -4.7165
50 C 2.2360 -4.7850 1.6959
51 C 1.8873 2.6140 0.3411
52 H -4.7211 1.5940 -0.7180
53 H -0.1761 -6.1288 -0.2590
54 H 3.3759 0.1887 -4.7057
55 H 3.3155 -3.9587 -1.4082
56 H -5.0704 4.1434 0.9567
57 H -2.4118 3.0824 2.5750
58 H 1.2200 5.6348 -0.5283
59 H 4.2313 -0.5224 2.7968
60 H 4.1903 0.0812 -2.5714
61 H -0.6701 0.4964 4.5619
62 H -0.1883 3.6450 -1.8331
63 H 3.7652 -0.0280 -0.8754
64 H 0.8984 -6.2161 -2.7135
65 H -5.1472 -0.6114 2.7368
66 H 3.9599 -3.7350 0.9679
67 H 2.4996 -4.6688 2.7390
68 H 2.7098 4.4020 1.1161
69 H -1.2689 1.9052 -4.7645
70 H -4.8282 3.4508 2.5644
71 H 4.0219 1.9630 2.2988
72 H -2.7072 0.4035 -1.4887
73 H -0.5179 1.7577 1.7201
74 H 1.9474 -4.8410 -3.0885
75 H 2.4082 1.0398 -6.8081
76 H 0.0898 1.8964 -6.8420
77 H -5.8459 2.6205 1.3879
78 H 2.2431 -1.7198 1.3070
79 H 0.4324 -5.8719 2.1116
80 H 3.6416 1.5283 -1.7372

Results
Multiplicity: 3
Kohn-Sham gap (spin up / spin down), eV: 6.170 / 6.029
Lowest unoccupied orbital energy (spin up / spin down), eV: -0.72 / -0.98
Net charge: 0
<S²>: 2.0160
Energy above the lowest of the compared OMol25 structures with the same formula, charge and spin, kJ/mol: 184.5

# 2
A structure of composition C36H30Br2InN3O4PS, computed with ωB97M-V/def2-TZVPD.

Cartesian coordinates (Å):
1 In 0.2350 0.5604 0.1648
2 Br 1.9545 2.7160 7.1113
3 Br -2.5718 0.6276 4.5136
4 S 1.8656 1.9917 -1.3848
5 P -1.7657 -1.6825 -0.4175
6 O -0.0602 2.8058 1.0305
7 O -1.6110 1.8491 0.0193
8 O -0.4670 0.4637 -2.1115
9 O -0.5839 0.2542 2.2067
10 N 2.0744 0.8370 2.1352
11 N -1.2278 2.8807 0.6254
12 N 0.5175 0.3223 -2.9644
13 C -1.2351 -3.8573 1.3081
14 C -0.5295 -2.5676 -1.4181
15 C 1.7055 0.9681 -2.7501
16 C 1.8046 -2.8149 -1.9475
17 C 3.3705 1.9417 4.3274
18 C -3.0014 -2.3510 1.9789
19 C 1.4860 -3.6009 -3.0410
20 C 3.3754 1.0198 2.1101
21 C -3.6231 -0.5950 -2.0507
22 C 1.1706 -1.4600 0.0667
23 C -4.7471 -0.4854 -2.8562
24 C -5.2647 -2.7805 -2.3903
25 C 1.9845 1.6915 4.4040
26 C 4.1563 0.5477 0.9178
27 C 4.0581 1.5963 3.2044
28 C -0.1368 1.6288 5.5492
29 C 1.2872 -0.6522 -4.9866
30 C 2.5194 -0.0226 -4.8105
31 C -4.1357 -2.9142 -1.5854
32 C -3.8647 -1.1449 1.7365
33 C -0.7299 1.0556 4.4196
34 C -2.0341 -2.7484 1.0430
35 C 0.1572 -3.8815 -3.3341
36 C -1.3897 -4.5859 2.4777
37 C 0.3139 -0.4635 -4.0430
38 C -3.1501 -3.0985 3.1424
39 C -3.8748 -4.2426 -0.9235
40 C -2.3561 -4.2068 3.3972
41 C 2.7161 0.7682 -3.7041
42 C -0.0424 0.7886 3.2350
43 C 1.1884 1.9463 5.5452
44 C 0.8173 -2.2919 -1.1027
45 C -3.2984 -1.7989 -1.4198
46 C -5.5725 -1.5852 -3.0237
47 C -0.8393 -3.3516 -2.5284
48 C 1.3729 1.1276 3.2605
49 H -3.8904 -2.7873 3.8709
50 H -0.7422 1.8140 6.4255
51 H -4.1386 -4.2160 0.1360
52 H 3.8750 2.3929 5.1712
53 H -2.4837 -4.7637 4.3174
54 H -0.4837 -4.1553 0.5855
55 H 5.1259 1.7597 3.1344
56 H -0.7557 -5.4428 2.6696
57 H 2.2491 -1.3290 0.1488
58 H -4.4667 -5.0235 -1.4028
59 H 1.0863 -1.2966 -5.8299
60 H 5.1143 1.0640 0.8527
61 H 2.8436 -2.5944 -1.7271
62 H 3.3150 -0.1570 -5.5319
63 H -0.1022 -4.4927 -4.1900
64 H -4.9778 0.4562 -3.3382
65 H 4.3559 -0.5229 1.0169
66 H 0.8086 -1.8971 1.0012
67 H -4.5400 -1.3015 0.8913
68 H -0.6643 -0.9184 -4.0670
69 H -3.2458 -0.2707 1.5144
70 H -2.9748 0.2605 -1.8992
71 H -2.8236 -4.5228 -0.9755
72 H -4.4657 -0.9194 2.6163
73 H -6.4591 -1.5162 -3.6426
74 H -5.9145 -3.6388 -2.5238
75 H -1.8769 -3.5312 -2.7833
76 H 2.2771 -3.9931 -3.6696
77 H 3.6010 0.7115 -0.0030
78 H 3.6574 1.2694 -3.5296

Results
Kohn-Sham gap, eV: 7.190
Lowest unoccupied orbital energy, eV: 2.47
Net charge: -1
Energy above the lowest of the compared OMol25 structures with the same formula, charge and spin, kJ/mol: 0.0

# 3
A structure of composition C36H30BrCoN4O3S2, computed with ωB97M-V/def2-TZVPD.

Cartesian coordinates (Å):
1 Br -1.7413 -5.6718 4.7450
2 Co 0.2359 -0.2517 -0.0909
3 S 2.9341 1.4778 3.3181
4 S 2.4930 -0.3995 1.1362
5 O -1.7342 -0.2482 -0.7092
6 O 0.5035 1.7078 -0.3856
7 O 3.1422 0.8408 -1.9115
8 N -0.3452 0.0881 1.7313
9 N 0.6277 -0.6973 -1.9566
10 N 0.5127 0.7824 2.5825
11 N 0.0806 -2.3635 -0.0038
12 C -2.5154 -0.9350 1.4489
13 C -0.3024 5.2377 3.0101
14 C -3.6376 -1.6066 -0.6002
15 C 0.3049 -2.8896 -1.1366
16 C 0.7677 0.1952 -2.9253
17 C 0.9150 -0.1892 -4.2535
18 C 2.6759 5.2312 -0.4189
19 C 1.4321 3.7919 3.8626
20 C 0.5929 6.2933 2.9414
21 C 1.2320 2.7590 -0.4787
22 C 0.9205 -1.5322 -4.5737
23 C 3.4765 1.6275 -1.0423
24 C -1.3623 -4.0770 0.9436
25 C -1.8200 0.1504 3.6524
26 C -4.4439 -2.4327 1.5145
27 C 0.5895 -2.0011 -2.2665
28 C 0.5919 4.0268 -0.3387
29 C -2.5714 -0.8856 0.0169
30 C -1.7878 -4.8255 2.0300
31 C 0.3217 -3.0220 2.3142
32 C 4.8438 1.4850 -0.3995
33 C -4.5327 -2.3591 0.1201
34 C -0.0974 -3.7739 3.3988
35 C 1.9157 6.0944 3.3130
36 C -0.3068 -3.1840 1.0836
37 C -1.1476 -4.6657 3.2445
38 C 2.6514 2.8012 -0.6609
39 C 1.7624 0.6047 2.3203
40 C -1.5012 -0.2072 2.2241
41 C 1.8813 2.4680 4.4184
42 C 3.3268 4.0251 -0.5764
43 C 0.7471 -2.4642 -3.5594
44 C 1.2822 5.2126 -0.3163
45 C 0.1161 3.9946 3.4637
46 C -3.4530 -1.7090 2.1461
47 C 2.3287 4.8534 3.7689
48 H -1.4061 -0.6013 4.3313
49 H 2.4967 2.6300 5.3058
50 H -3.6973 -1.5440 -1.6807
51 H -2.8937 0.2108 3.8080
52 H 1.0296 1.8512 4.6980
53 H -5.3143 -2.9028 -0.4009
54 H 4.8269 1.7913 0.6451
55 H -1.9036 -4.1253 0.0070
56 H 0.2767 -3.9689 -1.2955
57 H -0.5746 3.1625 3.4879
58 H -1.3526 1.0962 3.9079
59 H 3.3645 4.6989 4.0514
60 H 1.0333 0.5703 -5.0131
61 H 0.2689 7.2609 2.5784
62 H 1.1325 -2.3076 2.3969
63 H 0.7367 6.1423 -0.1925
64 H -1.3292 5.3738 2.6936
65 H 1.0447 -1.8552 -5.5994
66 H 0.3859 -3.6609 4.3595
67 H 0.7539 1.2264 -2.6113
68 H 5.5629 2.1068 -0.9402
69 H -5.1361 -3.0350 2.0882
70 H 5.1529 0.4459 -0.4804
71 H -0.4847 4.0025 -0.2167
72 H 4.4068 4.0249 -0.6729
73 H 2.6292 6.9059 3.2383
74 H 0.7183 -3.5268 -3.7606
75 H -3.3803 -1.7720 3.2252
76 H 3.2303 6.1600 -0.3775
77 H -2.6299 -5.4965 1.9367

Results
Multiplicity: 2
Kohn-Sham gap (spin up / spin down), eV: 5.977 / 6.001
Lowest unoccupied orbital energy (spin up / spin down), eV: 1.83 / 1.84
Net charge: -1
<S²>: 0.7583
Energy above the lowest of the compared OMol25 structures with the same formula, charge and spin, kJ/mol: 72.0

# 4
A structure of composition C36H30GeN3Sc, computed with ωB97M-V/def2-TZVPD.

Cartesian coordinates (Å):
1 Ge -2.9589 2.1087 2.2124
2 Sc -0.2843 0.1129 0.2430
3 N 0.4509 1.5339 -1.4653
4 N 1.5702 -0.7075 -0.6163
5 N 0.0757 -1.9950 1.1430
6 C 4.1253 -1.5534 -1.3731
7 C 3.3754 -2.3026 -0.4946
8 C -3.8500 -0.0143 5.7583
9 C -1.6514 1.1218 1.2445
10 C -1.3135 5.7740 4.7845
11 C -1.5206 2.9943 -1.2704
12 C 1.2488 -2.6082 0.7861
13 C -0.7593 -2.6277 2.0030
14 C -2.6682 5.4631 4.7940
15 C -0.9226 3.9634 3.2519
16 C -6.0196 3.8046 -1.0463
17 C -4.5653 4.1865 0.8335
18 C 1.6526 1.2283 -2.0173
19 C -5.6391 -0.5212 4.2423
20 C 2.3096 0.0109 -1.5158
21 C -3.8711 0.9823 3.5485
22 C 1.5801 -3.8763 1.2905
23 C -5.0620 0.3091 3.2889
24 C -2.2753 3.6398 3.2480
25 C 0.3303 3.4644 -2.8642
26 C -2.0186 -1.9317 2.4223
27 C 1.5537 3.1514 -3.4337
28 C -5.4227 4.6745 -0.1459
29 C -4.8850 1.9678 0.0105
30 C -0.4404 5.0224 4.0125
31 C -4.2824 2.8266 0.9317
32 C -5.7494 2.4441 -0.9644
33 C 3.5663 -0.3744 -1.9038
34 C 2.2199 2.0228 -3.0104
35 C -5.0317 -0.6879 5.4784
36 C -0.4660 -3.8732 2.5193
37 C 0.7240 -4.5055 2.1555
38 C -3.2800 0.8132 4.8012
39 C 2.0937 -1.8886 -0.1350
40 C -0.2022 2.6405 -1.8858
41 C -3.1403 4.4034 4.0333
42 H -5.6236 5.7374 -0.2027
43 H -0.9418 6.5980 5.3807
44 H -1.1672 -4.3404 3.1959
45 H -0.2243 4.3382 -3.1750
46 H -1.3678 3.5802 -0.3608
47 H -4.1997 4.1653 4.0553
48 H 4.1376 0.2218 -2.5985
49 H -5.5565 0.4333 2.3314
50 H -6.2068 1.7563 -1.6652
51 H -6.6894 4.1827 -1.8083
52 H 5.1237 -1.8604 -1.6493
53 H 0.9671 -5.4854 2.5452
54 H 3.7917 -3.2067 -0.0753
55 H -2.3613 1.3416 5.0369
56 H -3.3749 -0.1300 6.7249
57 H 1.9790 3.7809 -4.2043
58 H -2.3861 -1.2421 1.6610
59 H 0.6171 5.2575 4.0057
60 H -1.8373 -1.3331 3.3171
61 H 3.1652 1.7515 -3.4521
62 H 2.4948 -4.3600 0.9847
63 H -5.4811 -1.3317 6.2240
64 H -6.5671 -1.0332 4.0191
65 H -2.1143 3.5906 -1.9621
66 H -4.6551 0.9069 0.0385
67 H -4.1082 4.8837 1.5277
68 H -3.3550 6.0440 5.3973
69 H -0.2401 3.3675 2.6542
70 H -2.0879 2.1121 -0.9741
71 H -2.7974 -2.6548 2.6622

Results
Kohn-Sham gap (spin up / spin down), eV: 6.328 / 4.889
Lowest unoccupied orbital energy (spin up / spin down), eV: -0.49 / -0.49
Net charge: 0

# 5
A structure of composition C36H30N10O10S2W at a distorted geometry, computed with ωB97M-V/def2-TZVPD.

Cartesian coordinates (Å):
1 W -0.2198 -0.2822 0.8205
2 S 1.7124 0.8789 -1.8137
3 S 2.4884 -0.0343 2.5555
4 O 2.4770 0.0180 3.9826
5 O -3.4912 -1.4198 2.8733
6 O -2.1088 -0.1804 1.0450
7 O -6.8981 1.6425 -2.3977
8 O -5.6271 -1.6051 2.6230
9 O -2.1243 1.9581 -2.3185
10 O 1.3073 0.3637 -0.4159
11 O -7.9639 0.6281 -0.8086
12 O 2.3008 -1.2920 1.8592
13 O -0.9376 1.2842 -0.5797
14 N -4.5362 -1.2088 2.2843
15 N -0.4474 -1.2797 2.7376
16 N 1.1801 0.8144 1.9737
17 N -0.7768 -2.2228 0.8104
18 N 7.4347 2.4788 0.5966
19 N 0.2938 -1.9493 -0.0342
20 N 1.0631 2.5675 3.5943
21 N -6.9621 1.0454 -1.3422
22 N -0.5221 -0.6977 -2.5484
23 N -0.7716 1.7530 2.3141
24 C -3.0686 -0.3001 -5.0987
25 C -0.1730 -2.8528 -3.6449
26 C 5.4970 2.5376 2.0158
27 C -2.0694 1.8722 -4.6645
28 C -2.8299 1.0974 -5.4376
29 C 0.3412 -4.1363 -3.6247
30 C -1.4141 -0.1965 -3.3286
31 C -5.6738 0.7387 -0.6803
32 C -0.4686 -2.4866 2.1762
33 C -4.5167 1.2309 -1.2336
34 C -0.0356 -3.5647 4.1778
35 C -0.1833 -1.1657 4.0503
36 C 0.2885 -2.6114 -1.3021
37 C 0.5077 1.7702 2.7012
38 C 0.8151 -3.9005 -1.2915
39 C 2.9255 2.1219 -1.3690
40 C 5.8611 0.6631 0.5285
41 C -1.6143 2.5721 2.9427
42 C -5.6795 -0.0472 0.4629
43 C -0.2642 -3.6854 2.8108
44 C 0.8384 -4.6684 -2.4438
45 C -4.4842 -0.3639 1.0749
46 C -3.2679 0.1178 0.5441
47 C -2.0417 1.3859 -1.1400
48 C -1.3941 1.3295 -3.4494
49 C 4.3404 1.9508 2.4741
50 C -1.1489 3.4280 3.9244
51 C 0.2143 3.3970 4.1977
52 C 2.8159 -0.3713 -2.4639
53 C -3.3063 0.9352 -0.6024
54 C 6.2895 1.9008 1.0412
55 C -0.0060 -2.3140 4.7943
56 C 4.6903 0.0884 0.9780
57 C -0.2245 -2.0678 -2.4881
58 C 3.9259 0.7293 1.9457
59 C -2.4093 -0.9196 -4.1070
60 H 3.6270 -0.5416 -1.7596
61 H 1.2158 -4.2866 -0.3632
62 H 2.2478 -1.2825 -2.6340
63 H 1.2566 -5.6650 -2.4220
64 H 4.3826 -0.8832 0.6116
65 H 7.8156 3.2680 1.0883
66 H -0.2905 -4.6284 2.2877
67 H 3.4378 2.4366 -2.2791
68 H -3.3237 1.5050 -6.3092
69 H 6.4739 0.1462 -0.2002
70 H 8.0875 1.9419 0.0539
71 H 0.1288 -4.4481 4.7804
72 H 2.3832 2.9654 -0.9462
73 H 3.1962 0.0047 -3.4144
74 H -4.5567 1.8334 -2.1281
75 H -3.8123 -0.8394 -5.6714
76 H -0.4997 -2.4270 -4.5850
77 H -6.6091 -0.4194 0.8701
78 H -1.8091 4.1031 4.4473
79 H 0.1802 -2.2325 5.8549
80 H 3.6263 1.7084 -0.6481
81 H 0.6413 4.0663 4.9356
82 H 5.8202 3.4852 2.4274
83 H -1.9456 2.9293 -4.8596
84 H -2.6024 -1.9556 -3.8592
85 H -0.1322 -0.1762 4.4771
86 H -2.6561 2.5415 2.6476
87 H 3.7522 2.4334 3.2451
88 H 0.3721 -4.7102 -4.5409
89 H -0.3553 1.6518 -3.3883

Results
Kohn-Sham gap, eV: 6.196
Lowest unoccupied orbital energy, eV: -6.60
Net charge: +2
Energy above the lowest of the compared OMol25 structures with the same formula, charge and spin, kJ/mol: 3.2

# 6
A structure of composition C36H31Cl3N3O8SbSr at a distorted geometry, computed with ωB97M-V/def2-TZVPD.

Cartesian coordinates (Å):
1 Sb -0.7951 -3.5916 2.3506
2 Sr -0.1345 -1.1543 1.3345
3 Cl 3.4361 -0.0697 0.2302
4 Cl -1.0083 5.9633 -0.1991
5 Cl 5.9693 0.4546 -1.1417
6 O 2.5762 5.5443 2.6591
7 O 1.0843 6.8478 1.6859
8 O -3.6509 -2.2307 1.6833
9 O 2.9815 2.9131 2.7965
10 O -2.4388 -2.0967 7.0637
11 O 1.7746 1.1328 2.2894
12 O -0.2695 -2.4700 6.5198
13 O -2.0310 -1.3726 0.4142
14 N -1.3089 0.1979 2.6484
15 N 0.3614 2.4532 0.5171
16 N -0.4163 3.3534 -0.0886
17 C 1.5336 5.7391 1.8819
18 C -2.2161 -1.5122 4.0444
19 C 1.4436 0.0384 -2.4644
20 C -0.8660 -1.3793 -3.6994
21 C -2.2283 -1.4146 -4.0287
22 C -0.3937 -1.4713 -6.0817
23 C -3.2882 1.9063 -2.7880
24 C 0.8275 -5.0669 2.3582
25 C -1.7495 -1.4692 -6.3856
26 C -1.4025 -1.9604 6.3986
27 C -2.8801 1.1255 -1.7185
28 C 3.4751 0.2547 -3.7890
29 C 0.9140 4.5377 1.2270
30 C -1.9423 1.5958 -0.8202
31 C -1.4137 2.8759 -0.9947
32 C -0.4904 -1.3581 -2.2624
33 C 3.1139 1.5369 -4.1903
34 C 1.1628 3.1296 1.3121
35 C -1.4850 -1.0749 5.1500
36 C 2.6597 -0.4778 -2.9425
37 C -2.7388 3.1669 -2.9630
38 C 1.9268 2.0787 -3.7078
39 C -2.6685 -1.4488 -5.3428
40 C 2.0651 2.3122 2.1900
41 C -0.7008 0.6849 3.7367
42 C -0.6566 0.0346 4.9528
43 C -0.1213 4.6016 0.3231
44 C 0.0410 -1.4313 -4.7638
45 C 0.5306 -0.7380 -1.6358
46 C -2.5956 -1.6270 1.5223
47 C 0.5788 -2.1680 3.1657
48 C 1.1083 1.3466 -2.8627
49 C -1.5503 -4.6612 4.0373
50 C 5.1490 -0.2195 0.2907
51 C -1.7976 3.6588 -2.0714
52 C -1.9645 -0.9637 2.7965
53 H 0.1947 1.7744 -2.4711
54 H 1.1027 -1.4478 -4.5524
55 H 0.0367 0.3547 5.7181
56 H 1.1808 -5.0972 3.3902
57 H 2.9632 -1.4660 -2.6119
58 H -3.0351 3.7775 -3.8076
59 H -1.2316 -1.8579 -1.6397
60 H -2.9500 -1.4112 -3.2194
61 H 0.8708 -2.4102 4.1874
62 H 0.3378 -1.5056 -6.8824
63 H -3.2729 0.1315 -1.5560
64 H -1.2810 -5.7066 3.8821
65 H 0.0787 -1.1982 3.1960
66 H 3.7574 2.1094 -4.8488
67 H -2.0846 -1.4989 -7.4161
68 H -4.0189 1.5287 -3.4928
69 H 0.3945 -6.0455 2.1416
70 H 1.6376 3.0853 -3.9951
71 H -2.9411 -2.3128 4.1090
72 H 5.4861 0.3246 1.1642
73 H 1.6673 -4.8927 1.6885
74 H 4.4138 -0.1698 -4.1314
75 H -3.7319 -1.4642 -5.5571
76 H -1.5652 0.9094 -0.0439
77 H 2.8232 4.5585 2.7381
78 H 1.4975 -2.1794 2.5810
79 H -2.6305 -4.5863 4.1399
80 H 5.3829 -1.2746 0.3548
81 H -0.1649 1.5939 3.5703
82 H -1.0648 -4.3160 4.9559
83 H -1.3635 4.6362 -2.2293

Results
Kohn-Sham gap, eV: 5.893
Lowest unoccupied orbital energy, eV: 3.66
Net charge: -2
Energy above the lowest of the compared OMol25 structures with the same formula, charge and spin, kJ/mol: 0.0